{
  "formula": "C9H15NPt",
  "method": "ωB97M-V/def2-TZVPD",
  "homo_energy_ev": -28.285,
  "total_charge": 4,
  "energy_ha": -523.95202,
  "orbital_gap_ev": 7.5,
  "lumo_ev": -20.74,
  "elements": ["Pt", "C", "C", "C", "C", "C", "C", "C", "C", "C", "H", "H", "H", "H", "H", "H", "H", "H", "H", "H", "H", "H", "N", "H", "H", "H"],
  "positions_angstrom": [[0.28526, 0.09492, 1.23296], [2.26145, -1.87809, -1.07523], [1.22025, -0.91612, -0.78786], [1.44622, 0.49996, -0.71161], [0.39496, 1.47977, -0.76729], [0.62533, 2.88296, -1.03066], [-0.93018, 0.97025, -0.38036], [-1.28965, -0.44208, -0.46281], [-2.65969, -0.91598, -0.49127], [-0.13554, -1.33579, -0.40048], [2.74939, -2.25445, -0.13946], [3.08349, -1.44103, -1.65480], [1.85592, -2.79439, -1.52991], [2.47925, 0.85509, -0.75749], [0.90099, 3.43978, -0.09776], [-0.27384, 3.39577, -1.39493], [1.49955, 3.03583, -1.67996], [-1.72373, 1.69281, -0.16925], [-3.03972, -1.17656, 0.52356], [-2.73653, -1.86910, -1.03765], [-3.35489, -0.15924, -0.87223], [-0.31444, -2.39687, -0.20236], [-0.49284, -0.16102, 3.18206], [-0.85726, -1.10094, 3.39174], [-1.24959, 0.49088, 3.43530], [0.25584, 0.00364, 3.87775]]
}

{
  "formula": "C9H16",
  "method": "ωB97M-V/def2-TZVPD",
  "homo_energy_ev": -7.401,
  "total_charge": 0,
  "energy_ha": -352.31552,
  "orbital_gap_ev": 7.8,
  "lumo_ev": 0.40,
  "elements": ["C", "C", "C", "C", "C", "C", "C", "C", "C", "H", "H", "H", "H", "H", "H", "H", "H", "H", "H", "H", "H", "H", "H", "H", "H"],
  "positions_angstrom": [[-0.09685, 1.09848, 0.33727], [-0.35922, 0.00179, 1.24759], [0.79022, 1.88403, -0.39536], [0.38783, 3.24395, -0.88059], [2.17497, 1.53326, -0.79828], [-2.20615, -1.23425, 0.97140], [-0.08508, -2.37581, 1.56698], [-0.49667, -1.37400, -0.84759], [-0.67826, -1.29195, 0.68786], [-1.05692, 1.49644, 0.56990], [1.11960, 4.07852, -0.52521], [-0.58465, 3.53878, -0.57613], [0.65785, 3.40806, -1.96092], [2.84656, 2.31231, -0.39153], [2.29616, 1.45496, -1.83953], [2.49567, 0.62509, -0.21272], [-2.46832, -2.26733, 1.00659], [-2.21125, -0.82516, 1.94551], [-2.76392, -0.49473, 0.40736], [1.01637, -2.34345, 1.69987], [-0.39886, -3.30925, 1.11529], [-0.50761, -2.61009, 2.53208], [-1.02493, -0.42736, -1.15876], [-1.00376, -2.22967, -1.33374], [0.60373, -1.46988, -1.13239]]
}

{
  "formula": "C9H16",
  "method": "ωB97M-V/def2-TZVPD",
  "homo_energy_ev": -8.017,
  "total_charge": 0,
  "energy_ha": -352.40494,
  "orbital_gap_ev": 9.1,
  "lumo_ev": 1.07,
  "elements": ["C", "C", "C", "C", "C", "C", "C", "C", "C", "H", "H", "H", "H", "H", "H", "H", "H", "H", "H", "H", "H", "H", "H", "H", "H"],
  "positions_angstrom": [[2.68991, 0.15322, 0.20229], [1.33555, 0.58861, -0.36504], [0.00128, 0.73337, 0.35136], [-0.66629, 1.96129, -0.28533], [-0.98734, 0.13038, 1.31357], [-1.97432, -0.54472, 0.26092], [-1.22044, -0.55230, -1.15699], [0.21287, -0.43644, -0.61180], [0.58574, -1.76925, 0.00851], [2.62941, -0.41486, 1.15185], [3.19933, -0.47126, -0.54457], [3.24494, 1.05913, 0.43299], [1.47903, 1.41223, -1.09026], [-0.49252, 2.05531, -1.36837], [-0.24097, 2.87342, 0.18888], [-1.76265, 2.03074, -0.12892], [-0.52452, -0.59291, 2.01449], [-1.46153, 0.88221, 1.95423], [-2.92782, -0.01902, 0.18908], [-2.25500, -1.55419, 0.53273], [-1.53619, 0.31787, -1.77734], [-1.44096, -1.44758, -1.73162], [1.11571, -1.65007, 0.96086], [-0.26830, -2.42325, 0.16891], [1.26510, -2.32195, -0.67040]]
}

{
  "formula": "C9H16B2",
  "method": "ωB97M-V/def2-TZVPD",
  "homo_energy_ev": [-8.069, -7.480],
  "total_charge": 0,
  "energy_ha": -401.92459,
  "orbital_gap_ev": [8.1, 6.3],
  "lumo_ev": [0.05, -1.22],
  "elements": ["B", "B", "C", "C", "C", "C", "C", "C", "C", "C", "C", "H", "H", "H", "H", "H", "H", "H", "H", "H", "H", "H", "H", "H", "H", "H", "H"],
  "positions_angstrom": [[2.29734, -2.21609, 0.23157], [2.12799, 1.57483, 0.73938], [-0.05611, -0.38881, -0.03123], [3.95344, 0.39796, -0.37603], [1.90145, -0.84816, -0.00755], [2.60926, 0.34917, -0.07627], [-0.48928, 0.82720, -0.71563], [-1.03283, -1.38944, 0.25985], [-1.68185, 1.41936, 0.08371], [-2.40557, -0.98447, -0.38165], [-2.79580, 0.34244, 0.32265], [1.69865, -3.09916, 0.77596], [3.32030, -2.70935, -0.13564], [2.16200, 2.76994, 0.43210], [1.69486, 1.39814, 1.86833], [4.44517, -0.50811, -0.52462], [4.58771, 1.21401, -0.46891], [0.11797, 1.69270, -0.85776], [-0.87235, 0.62540, -1.67551], [-0.80356, -2.29242, -0.16360], [-1.23089, -1.33437, 1.26930], [-1.50263, 1.84018, 1.14565], [-2.22683, 2.29404, -0.29799], [-2.14682, -1.01091, -1.36163], [-3.08276, -1.70772, -0.15617], [-3.03999, 0.24182, 1.30737], [-3.69942, 0.59706, -0.05160]]
}

{
  "formula": "C9H16BBr2ClO6S",
  "method": "ωB97M-V/def2-TZVPD",
  "homo_energy_ev": -9.540,
  "total_charge": 0,
  "energy_ha": -6835.33003,
  "orbital_gap_ev": 9.7,
  "lumo_ev": 0.13,
  "elements": ["C", "C", "O", "B", "O", "C", "S", "C", "C", "C", "O", "O", "O", "C", "O", "Cl", "H", "H", "H", "H", "H", "H", "H", "H", "H", "H", "H", "H", "Br", "C", "C", "Br", "H", "H", "H", "H"],
  "positions_angstrom": [[-2.42691, -2.33978, 0.74026], [-1.61779, -2.26763, -0.53652], [-0.87518, -1.04277, -0.60426], [-1.18967, -0.09599, -1.51030], [-1.32869, -0.39075, -2.85038], [-1.33244, 1.44608, -1.02355], [-1.76065, 1.54368, 0.76888], [-0.05719, 2.26397, -1.25158], [1.26079, 1.48639, -1.08748], [1.62340, 0.92659, 0.27070], [2.13456, -0.15426, 0.39730], [1.42963, 1.70663, 1.34792], [-2.46913, 1.95280, -1.80260], [-2.63152, 3.28035, -1.86205], [-3.05640, 3.99771, -1.02399], [-2.21230, 3.92050, -3.45621], [-3.35757, -1.77273, 0.69289], [-1.85489, -2.00434, 1.60267], [-2.70835, -3.37920, 0.92109], [-0.88580, -3.07471, -0.52941], [-2.27579, -2.39323, -1.39782], [-2.23066, -0.37449, -3.18614], [-3.08472, 1.42611, 0.62933], [-0.05314, 3.09078, -0.53363], [-0.05612, 2.70318, -2.24701], [2.05409, 2.21005, -1.30496], [1.37784, 0.69460, -1.82520], [1.06584, 2.56769, 1.10057], [1.50692, -2.89083, 3.41238], [2.92269, -1.62338, 2.99415], [3.72947, -2.05637, 1.80298], [4.95978, -3.50260, 2.24226], [3.52220, -1.51871, 3.89239], [2.41737, -0.68729, 2.77398], [4.35333, -1.23822, 1.45372], [3.10698, -2.40982, 0.98962]]
}

{
  "formula": "C9H16Br12NO7PS",
  "method": "ωB97M-V/def2-TZVPD",
  "homo_energy_ev": -10.098,
  "total_charge": 0,
  "energy_ha": -32561.71187,
  "orbital_gap_ev": 9.9,
  "lumo_ev": -0.15,
  "elements": ["C", "C", "C", "N", "C", "O", "S", "O", "O", "O", "C", "P", "O", "O", "O", "H", "H", "H", "H", "H", "H", "H", "H", "H", "H", "H", "H", "C", "Br", "Br", "Br", "H", "C", "Br", "Br", "Br", "H", "C", "Br", "Br", "Br", "H", "C", "Br", "Br", "Br", "H"],
  "positions_angstrom": [[-1.64104, 0.29030, 3.06630], [-0.98297, -0.41828, 1.85472], [-2.02788, -0.75715, 0.79162], [-1.43636, -1.24337, -0.46415], [-0.47988, -0.39745, -1.05705], [0.91021, -0.84598, -0.82479], [1.82968, 0.18254, -1.59240], [3.00267, -0.48167, -2.09927], [1.94561, 1.41824, -0.85568], [0.81536, 0.42553, -2.80544], [-0.45389, -0.30150, -2.58280], [-1.84348, 0.65619, -3.30636], [-3.01517, 0.53012, -2.38809], [-2.04093, 0.15724, -4.81173], [-1.28751, 2.12060, -3.60830], [-1.38848, 1.35812, 3.06829], [-2.73323, 0.20573, 3.04055], [-1.27179, -0.12899, 4.00658], [-0.19910, 0.23394, 1.45020], [-0.48366, -1.33984, 2.18344], [-2.67760, 0.11447, 0.59937], [-2.65170, -1.57294, 1.18320], [-2.15678, -1.48553, -1.12973], [-0.54158, 0.63469, -0.67106], [-0.29041, -1.26831, -3.08676], [-2.25735, -0.77606, -4.86198], [-0.83979, 2.51090, -2.85146], [2.55438, -2.20485, -5.41388], [1.81279, -3.59930, -4.31606], [4.16532, -2.75416, -6.29194], [1.26299, -1.54383, -6.68247], [2.81105, -1.38401, -4.75510], [-0.15668, -0.61145, 7.68513], [1.68647, -0.25080, 8.09283], [-1.05526, 0.95190, 7.01586], [-0.33219, -2.09315, 6.46979], [-0.64081, -0.89604, 8.60854], [-4.59797, 2.98243, 5.75014], [-4.62117, 1.26679, 4.88762], [-2.80024, 3.63981, 5.95112], [-5.70855, 4.25407, 4.83576], [-5.00359, 2.85241, 6.74346], [6.97963, 0.02153, -4.11697], [6.18179, -1.38349, -3.07093], [8.70433, -0.49501, -4.78140], [5.82922, 0.63300, -5.53741], [7.13164, 0.86505, -3.45884]]
}